1.
ORCA calculation (the ωB97M-V functional and the def2-TZVPD basis) on 6 unconnected molecules or ions with the total composition C16H30F2O10 at a distorted geometry.

Each line ends with the natural charge from an NBO analysis.
CARTESIAN COORDINATES (ANGSTROEM)
1 H 3.55506 -0.37804 1.69862  0.20
2 O 0.73230 -0.83085 -3.88884  -0.49
3 O 1.01602 -1.21291 0.81360  -0.60
4 H 2.35975 1.13281 0.37333  0.17
5 H -0.13875 -4.98593 2.93639  0.20
6 H 0.47976 0.46155 -0.33640  0.18
7 H 0.03070 1.39137 1.42809  0.28
8 C -0.11478 -2.86301 -4.47792  0.46
9 H 1.09690 2.65001 -2.53113  0.21
10 O -4.31589 0.28996 -1.50665  -0.47
11 H 0.91417 3.63913 1.60394  0.30
12 C -4.04548 -0.83169 -0.67167  0.44
13 F -4.89597 -0.98470 0.25737  -0.30
14 O -2.23059 0.33651 -1.02140  -0.50
15 H 2.26738 -2.72863 0.20787  0.18
16 H -1.37480 -1.02387 -4.33506  0.23
17 O 2.85243 -1.36722 -3.49439  -0.61
18 H 0.51499 -3.38481 3.63269  0.17
19 H 0.79249 1.10662 2.98110  0.25
20 C 2.55422 0.20109 -0.15788  -0.43
21 H 2.44248 -2.62543 1.77436  0.22
22 C 2.29067 -1.92977 0.94907  -0.10
23 O 1.33153 -2.81329 -4.37610  -0.47
24 C 1.19738 -0.35804 -0.37379  -0.06
25 C -0.54918 -1.49620 -3.80275  -0.13
26 H -2.13250 -1.11768 0.40153  0.22
27 C 0.26236 -3.98779 2.76051  -0.27
28 H 1.43875 4.22852 -2.04314  0.18
29 H 1.05162 -0.85486 -1.33297  0.19
30 H -1.72391 1.09175 3.29012  0.27
31 O -0.13531 3.90013 3.29240  -0.02
32 C -1.02749 3.05295 4.06565  -0.13
33 O -2.85050 1.38478 -2.85587  -0.56
34 C 0.15807 1.80094 2.43015  -0.47
35 C 0.94634 3.32349 -1.68741  -0.24
36 H -0.57438 -3.73725 -4.01685  0.16
37 C 1.70457 -1.71769 -3.84704  0.97
38 H -3.86109 -1.80984 -1.11590  0.16
39 H 1.06928 -4.26932 2.08396  0.17
40 H -1.93921 2.40036 2.20785  0.24
41 H -0.53061 4.45706 -0.89963  0.47
42 H 3.02316 0.46698 -1.10524  0.25
43 H 1.36257 2.95224 -0.75091  0.13
44 H -3.06527 0.30640 0.87299  0.18
45 H -0.04250 -2.46849 1.55437  0.49
46 H -0.74720 -1.53521 -2.73160  0.18
47 C -2.83825 -0.36679 0.04632  -0.12
48 O -0.46333 -3.30438 1.76836  -0.77
49 H 4.18508 -1.02150 0.17090  0.24
50 C 0.77283 3.13221 2.55849  -0.14
51 C -1.27182 2.03682 2.98921  -0.44
52 C 3.27768 -0.77220 0.72097  -0.44
53 C -3.14013 0.73615 -1.87102  0.96
54 H -0.57209 2.74479 5.00680  0.27
55 O -0.39214 3.60538 -1.32041  -0.74
56 H -1.98442 3.50088 4.33348  0.26
57 F -0.49129 -2.73819 -5.65771  -0.29
58 H 1.76825 3.18494 2.99946  0.31

HOMO level (spin up / spin down) = -12.000 / -12.000 eV
Net charge = +1
2S+1 = 2
Kohn-Sham gap (spin up / spin down) = 9.039 / 2.730 eV
Expectation value of S² = 0.754
Molar mass = 420.4 g mol⁻¹
E_tot = -1579.26380 a.u.



2.
ORCA calculation (the ωB97M-V functional and the def2-TZVPD basis) on 9 unconnected molecules or ions with the total composition C16H30F4N3O16 at a distorted geometry.

Each line ends with the natural charge from an NBO analysis.
CARTESIAN COORDINATES (ANGSTROEM)
1 O -12.52161 -5.89796 -1.94816  -0.62
2 H -16.70558 -8.13018 -9.42907  0.48
3 H -16.53475 -5.78322 -5.39241  0.22
4 F -12.00912 -2.00593 -4.18257  -0.29
5 C -15.41864 -5.53461 -7.13237  0.82
6 H -18.77614 -4.99419 -5.77603  0.19
7 C -13.60468 -1.29296 -7.06004  0.97
8 H -14.30062 -10.77917 -8.18494  0.23
9 H -17.01061 -6.54696 -9.08802  0.46
10 F -15.11703 -9.57949 -2.65273  -0.35
11 H -11.49064 -4.51608 -5.80199  0.19
12 O -12.67157 -9.59967 -4.30396  -0.47
13 O -18.87718 -3.01491 -5.51770  -0.46
14 C -12.19674 -4.23949 -5.01905  -0.14
15 C -19.04272 -2.16012 -6.60217  0.97
16 O -14.21461 -1.86697 -6.06293  -0.50
17 H -12.26222 -7.09643 -8.43446  0.48
18 H -14.15101 -7.91436 -2.03394  0.20
19 H -14.55790 -9.39666 -7.03436  0.20
20 H -16.94301 -7.03235 -10.64041  0.42
21 C -13.91668 -9.83477 -7.79920  -0.73
22 N -11.81449 -6.34425 -7.93062  -0.94
23 H -16.10809 -7.39597 -6.05958  0.23
24 O -12.40484 -0.90954 -7.00485  -0.60
25 C -19.73597 -4.22425 -7.35050  0.46
26 C -19.48205 -4.16970 -5.87590  -0.15
27 C -15.55684 -2.04924 -7.71092  -0.15
28 H -16.03348 -0.92639 -5.99569  0.17
29 O -12.85958 -8.45168 -9.32266  -0.81
30 O -12.42856 -5.35048 -4.15418  -0.50
31 C -13.95753 -9.02365 -9.05095  0.79
32 O -14.18558 -5.31008 -7.23607  -0.83
33 H -20.29774 -4.47873 -5.22225  0.22
34 H -11.22247 -6.75188 -7.22107  0.42
35 H -13.16142 -3.96895 -5.44835  0.25
36 O -12.94012 -9.69126 -2.16571  -0.50
37 C -15.78984 -6.36030 -5.94030  -0.73
38 C -11.59333 -3.25433 -4.05048  0.45
39 H -14.94532 -6.42753 -5.25446  0.22
40 N -17.22545 -7.31171 -9.71181  -0.90
41 N -14.23834 -4.21333 -9.98873  -1.28
42 O -11.90608 -3.77350 -2.71827  -0.47
43 O -14.39314 -1.29167 -8.04428  -0.47
44 H -16.43249 -1.54357 -8.11791  0.22
45 H -14.14298 -8.41086 -4.86280  0.20
46 H -12.65003 -5.84061 -7.66926  0.46
47 H -11.33213 -5.79788 -8.62984  0.39
48 H -15.48811 -3.07079 -8.08486  0.20
49 H -14.67387 -4.80077 -10.68539  0.33
50 H -19.12601 -4.85489 -7.99730  0.16
51 O -18.69683 -0.93342 -6.62514  -0.60
52 C -12.35654 -10.28036 -3.27260  0.98
53 H -12.94849 -10.00558 -7.32854  0.23
54 O -14.99052 -8.91067 -9.76097  -0.81
55 F -16.13133 -2.90367 -5.59147  -0.32
56 H -12.91718 -7.59130 -3.87812  0.21
57 O -11.73834 -11.32670 -3.23928  -0.57
58 C -13.97880 -8.85275 -2.56106  0.43
59 C -13.47573 -8.51831 -4.00764  -0.14
60 C -12.28215 -5.05111 -2.86687  0.98
61 H -14.47458 -3.23370 -10.05674  0.39
62 H -13.23475 -4.28105 -10.07990  0.28
63 O -19.53876 -2.85165 -7.59264  -0.49
64 H -10.51010 -3.22388 -4.16792  0.15
65 H -18.19676 -7.58644 -9.74599  0.41
66 F -20.96208 -4.51468 -7.54608  -0.30
67 O -16.25320 -5.42798 -8.02499  -0.81
68 C -15.55777 -1.87552 -6.24260  0.45
69 H -14.40605 -4.48069 -9.02931  0.44

HOMO level (spin up / spin down) = -4.035 / -8.956 eV
2S+1 = 2
Kohn-Sham gap (spin up / spin down) = 3.495 / 8.331 eV
Expectation value of S² = 0.751
Molar mass = 596.4 g mol⁻¹
E_tot = -2395.12714 a.u.



3.
ORCA calculation (the ωB97M-V functional and the def2-TZVPD basis) on a molecular structure, C16H30N2O3PtSb2.

Each line ends with the natural charge from an NBO analysis.
CARTESIAN COORDINATES (ANGSTROEM)
1 O -1.89110 -0.97536 -2.23711  -0.74
2 H -0.20403 -2.04511 2.03672  0.23
3 Sb -1.96858 0.57762 0.41566  1.40
4 H -2.29477 -1.54734 2.05161  0.28
5 C 0.68076 -0.09750 4.70502  -0.03
6 H 5.11565 -0.62065 -3.38533  0.46
7 C 0.18110 0.80240 5.58947  -0.24
8 N 4.63920 0.10556 -3.92922  -0.66
9 H 3.49789 -1.75507 1.38087  0.27
10 H -3.18791 -2.54406 -4.56551  0.29
11 C -3.87454 0.60513 -0.47574  -0.95
12 C -1.48578 2.52705 1.05661  -0.99
13 H 1.37003 -1.95504 2.99696  0.24
14 H 1.66835 -0.52319 4.84051  0.25
15 C -1.47284 -0.05158 3.39681  0.13
16 H -4.31193 -1.25298 -4.15345  0.28
17 O 2.97697 0.08508 -1.73677  -0.74
18 H -2.30192 2.92230 1.66065  0.28
19 H -4.60401 0.90282 0.27671  0.28
20 H 2.13305 2.14027 1.60750  0.27
21 H -1.35637 3.16011 0.18012  0.28
22 C 0.37839 -1.55740 2.81070  -0.15
23 C -2.32953 -0.96287 -3.43400  0.73
24 O 1.15199 -0.40561 -2.95959  -0.66
25 H 2.11287 -2.68474 0.72736  0.27
26 H -0.56870 2.51992 1.64355  0.24
27 C -3.47915 -1.84910 -3.77569  -0.72
28 H -3.37864 -0.22774 2.49447  0.29
29 Sb 1.85463 -0.05932 0.07939  1.52
30 C -1.12916 1.27968 5.38516  0.08
31 C 2.83693 1.52560 1.05088  -0.98
32 C -1.92694 0.87491 4.30424  -0.25
33 C 2.82435 -1.88586 0.53583  -0.99
34 H 4.80631 1.00146 -3.46046  0.46
35 H -3.87679 1.32873 -1.28899  0.27
36 H 3.07706 -1.15512 -4.59507  0.29
37 H -2.93188 1.27055 4.22495  0.26
38 N -1.81640 -0.19484 -4.36966  -0.73
39 C 3.18017 -0.18025 -4.11781  -0.34
40 H -4.09794 -0.39205 -0.84467  0.27
41 C -2.34163 -0.48225 2.27284  -0.77
42 H -3.79467 -2.41397 -2.90460  0.26
43 H 0.75158 1.13403 6.44642  0.29
44 C -0.12206 -0.57589 3.58936  -0.16
45 H 3.39799 -2.11740 -0.36027  0.28
46 Pt -0.21672 -0.28296 -1.26568  0.37
47 H 3.27447 2.12061 0.24803  0.29
48 C 2.36290 -0.17054 -2.83382  0.82
49 H -1.54528 1.98372 6.09861  0.27
50 H 3.61525 1.13972 1.70534  0.28
51 H -2.20542 -0.19385 -5.30259  0.45
52 H 5.10878 0.15043 -4.84316  0.48
53 H 2.76950 0.56911 -4.79469  0.29
54 H -1.05149 0.43284 -4.17846  0.41

HOMO level = -20.709 eV
Net charge = +4
Kohn-Sham gap = 7.155 eV
Molar mass = 737.0 g mol⁻¹
E_tot = -1561.24394 a.u.



4.
ORCA calculation (the ωB97M-V functional and the def2-TZVPD basis) on a molecular structure, C16H30N2O6S5SiTc.

Each line ends with the natural charge from an NBO analysis.
CARTESIAN COORDINATES (ANGSTROEM)
1 O 1.81420 -5.80194 -7.08259  -0.53
2 O 0.01647 2.05532 0.37056  -0.97
3 C 1.16380 2.85596 0.06461  0.28
4 H -3.60597 2.47947 -2.11472  0.22
5 H 2.48344 1.59820 1.22218  0.21
6 H 3.57077 -2.24584 1.74130  0.39
7 H 1.25744 3.60364 2.08943  0.21
8 C 2.01706 -3.52657 -4.06775  -0.44
9 C 0.75515 -1.43923 3.27433  -0.62
10 N 2.63022 -1.41093 0.09674  -0.62
11 H 0.20766 4.53656 1.01225  0.22
12 H 1.96833 4.68970 0.88074  0.21
13 H -3.99737 3.32028 0.29635  0.21
14 S 0.18789 -5.15465 -5.11237  0.37
15 O -2.11259 0.54530 0.20987  -0.97
16 H 2.09200 -0.75761 0.67358  0.42
17 C -0.64266 0.63278 3.21099  -0.64
18 H -3.57051 2.26392 1.65223  0.21
19 H 2.43814 1.21573 -0.52313  0.21
20 H -2.59144 1.04558 -2.34834  0.23
21 S 0.15785 -0.19047 -1.81432  -0.60
22 O 0.07652 -0.53306 1.19006  -1.00
23 C 0.74019 -4.01538 -3.91664  -0.40
24 H -1.89111 2.53095 -1.68433  0.21
25 H 3.39510 -0.92624 -0.36135  0.39
26 H -1.42610 1.17756 2.68336  0.23
27 H 0.46063 -1.68122 4.29625  0.22
28 C 1.15109 3.99330 1.07593  -0.62
29 C -1.62600 -1.58626 2.55065  -0.64
30 H -4.64088 0.24559 0.69649  0.21
31 O 1.60110 -3.78232 -0.19040  -0.69
32 N 3.14695 -2.47697 0.85536  -0.51
33 H 0.99507 -2.37413 2.76683  0.22
34 C -4.41327 0.60704 -0.30725  -0.62
35 H 3.31399 2.64057 0.05545  0.22
36 C 1.03126 3.39441 -1.35219  -0.63
37 C 2.43697 -3.67782 0.83508  0.87
38 H -1.98030 -1.73387 3.57197  0.21
39 O 2.61838 -4.51524 1.67845  -0.61
40 H -5.25088 1.21186 -0.65809  0.21
41 C -0.37592 -0.71869 2.56155  0.28
42 H 1.64797 -0.80916 3.32242  0.20
43 H 1.90310 3.99953 -1.60677  0.21
44 H 0.26086 1.24496 3.21069  0.21
45 Si -0.49627 0.53956 0.06866  2.23
46 C -2.78217 1.89895 -1.69680  -0.64
47 Tc 1.14808 -2.24504 -1.33073  0.61
48 S 2.65704 -2.34395 -3.02220  0.26
49 H -1.40240 -2.56373 2.11890  0.22
50 H -0.96387 0.48723 4.24348  0.22
51 C -3.13557 1.42911 -0.29165  0.28
52 H 0.14193 4.02156 -1.43329  0.21
53 H -2.41617 -1.11867 1.96552  0.23
54 C 1.65975 -5.12117 -6.11537  0.21
55 S -0.29914 -3.49573 -2.68160  0.21
56 H -4.30004 -0.25285 -0.96852  0.22
57 S 2.94412 -4.08890 -5.42988  0.36
58 C -3.25694 2.60782 0.66482  -0.63
59 H 0.95402 2.57794 -2.07192  0.23
60 C 2.43033 2.02098 0.21564  -0.64
61 H -2.29731 3.11627 0.75952  0.22

HOMO level (spin up / spin down) = -8.269 / -8.164 eV
2S+1 = 2
Kohn-Sham gap (spin up / spin down) = 6.101 / 7.308 eV
Expectation value of S² = 1.192
Molar mass = 632.8 g mol⁻¹
E_tot = -3550.12849 a.u.



Which value of E_tot does entry 2 give? -2395.12714 a.u.